(1)
DFT (ωB97M-V with the def2-TZVPD basis set) results for a molecular structure, C29H32BrN5O3S7W.

Output
Calculated total energy (Ha): -7051.73851
Orbital gap (spin up / spin down) (eV): 7.19 / 6.75
Highest occupied orbital energy (spin up / spin down) (eV): -13.11 / -13.27
Total charge: +2
Strongest force on any atom (eV/A): 1.30
Spin multiplicity: 3

```
78
Properties=species:S:1:pos:R:3:forces:R:3:lowdin_spin:R:1
W -0.038535 0.177715 -0.041709 0.9 0.6 0.7 1.509
C 1.619186 3.433666 0.679372 0.0 0.0 0.0 0.002
C 1.361547 3.240047 2.164212 0.0 0.0 0.0 0.001
S 0.178761 1.907336 2.495384 0.0 -0.1 0.0 0.016
C 0.757964 1.465610 4.166304 0.0 0.0 0.0 0.002
C 0.129704 0.209524 4.748179 0.0 0.0 0.0 0.000
S 0.443684 -1.340637 3.869916 -0.1 0.0 0.0 0.000
C 2.244107 -1.503484 3.945603 0.0 0.0 0.0 0.000
C 2.798893 -2.001072 2.617652 0.0 0.1 0.1 0.005
S 2.544327 -0.928760 1.176987 -0.1 -0.3 0.1 0.025
C 3.490072 0.509569 1.717569 0.0 0.0 -0.1 0.000
C 3.660916 1.459663 0.547627 0.0 0.0 0.0 0.002
S 2.115990 1.963413 -0.249157 -0.1 -0.1 -0.1 0.019
H 2.399921 4.181790 0.537941 0.0 0.0 0.0 0.001
H 0.731337 3.793554 0.162915 0.0 0.0 0.0 0.000
H 0.974984 4.172932 2.575237 0.0 0.0 0.0 0.000
H 2.289018 3.009689 2.689006 0.0 0.0 0.0 0.000
H 0.513146 2.310692 4.812342 0.0 0.0 0.0 0.001
H 1.844462 1.383034 4.146832 0.0 0.0 0.0 0.000
H -0.958589 0.295432 4.770167 0.0 0.0 0.0 0.000
H 0.455446 0.117402 5.785046 0.0 0.0 0.0 0.000
H 2.510588 -2.218880 4.723872 0.0 0.0 0.0 0.000
H 2.689823 -0.549084 4.222971 0.0 0.0 0.0 0.000
H 2.355290 -2.954389 2.337462 0.0 0.0 0.0 0.000
H 3.875274 -2.162418 2.700482 0.0 0.0 0.0 0.001
H 4.472295 0.165151 2.046063 0.0 0.0 0.0 0.000
H 2.993787 0.992922 2.554303 0.0 0.0 0.0 0.000
H 4.246312 0.991455 -0.243534 0.0 0.0 0.0 0.000
H 4.180735 2.369578 0.850347 0.0 0.0 0.0 0.001
N -5.079130 -1.204283 3.935742 0.0 0.0 0.0 0.004
C -4.250316 -0.625617 3.078105 -0.1 0.1 0.0 0.008
N -4.679857 0.364511 2.292267 0.0 -0.1 0.0 0.003
N -2.989879 -1.082890 3.057708 0.1 0.0 -0.1 0.031
C -2.178413 -0.723723 2.146463 -0.3 0.0 0.0 0.054
N -1.403831 -0.426818 1.328593 0.2 -0.2 -0.1 0.016
H -6.022395 -0.885560 4.077732 0.0 0.0 0.0 0.000
H -4.725741 -1.947240 4.516292 0.0 0.0 0.0 0.000
H -5.618779 0.721388 2.356877 0.0 0.0 0.0 0.000
H -4.036210 0.856795 1.692123 0.0 0.0 0.0 0.001
O 1.019730 -0.739370 -1.341066 -0.2 -0.2 0.0 0.062
C 0.294776 -1.893429 -1.845637 0.0 0.0 0.1 0.017
C 0.820034 -3.138733 -1.188098 0.0 0.1 0.0 0.003
C 1.819263 -3.936762 -1.653836 0.0 0.0 0.0 0.000
C 2.193714 -4.951699 -0.731253 0.0 0.0 0.0 0.002
C 1.477059 -4.898762 0.420937 0.0 0.0 0.0 0.000
S 0.342746 -3.614552 0.405497 0.0 -0.1 0.0 0.004
C -1.128580 -1.522035 -1.417665 -0.2 -0.3 -0.4 0.001
C -1.667245 -0.289170 -1.793266 -0.1 -0.2 -0.1 0.007
C -3.072588 -0.208315 -1.538534 0.0 0.0 0.0 0.018
C -3.562653 -1.376684 -1.058939 0.0 0.0 0.0 0.011
S -2.364531 -2.587914 -0.869348 0.1 0.0 0.0 0.053
C 0.400828 -1.942129 -3.341705 0.1 0.1 0.0 0.002
C -0.015803 -2.924653 -4.188389 0.0 0.0 0.0 0.001
C 0.154508 -2.565443 -5.553195 0.0 0.0 0.0 0.000
C 0.692486 -1.324772 -5.700596 0.0 0.0 0.0 0.001
S 1.002361 -0.577722 -4.194055 0.0 0.0 0.0 0.001
H 2.272050 -3.804210 -2.625581 0.0 0.0 0.0 0.000
H 2.948481 -5.698230 -0.928448 0.0 0.0 0.0 0.000
H 1.522220 -5.567486 1.266169 0.0 0.0 0.0 0.000
H -1.158421 0.355729 -2.501297 0.0 0.0 0.0 0.007
H -3.672836 0.664460 -1.746373 0.0 0.0 0.0 0.000
H -4.588409 -1.602633 -0.807586 0.0 0.0 0.0 0.000
H -0.424365 -3.869183 -3.855822 0.0 0.0 0.0 0.000
H -0.100204 -3.206970 -6.383370 0.0 0.0 0.0 0.000
H 0.951718 -0.816744 -6.615543 0.0 0.0 0.0 0.000
Br 1.898291 3.005146 -5.161978 0.0 0.0 0.0 0.000
C 0.241463 3.312517 -4.323565 0.0 0.0 0.0 0.000
C -0.740240 4.053062 -4.974767 0.0 0.0 0.0 0.000
N -1.923437 4.308785 -4.430035 0.0 0.0 0.0 0.000
C -2.172271 3.840208 -3.216137 0.0 0.0 0.0 0.001
C -1.253043 3.082869 -2.490157 0.0 0.0 0.1 0.001
C -0.012544 2.814608 -3.062148 -0.1 0.0 0.0 0.000
C -1.664714 2.603645 -1.147629 -0.2 0.0 0.3 0.012
O -2.738269 2.817272 -0.657879 -0.1 0.0 0.0 0.009
O -0.728266 1.912288 -0.431982 0.0 0.6 -0.5 0.082
H -0.559324 4.448851 -5.967066 0.0 0.0 0.0 0.000
H -3.142598 4.062913 -2.789275 0.0 0.0 0.0 0.000
H 0.742718 2.237230 -2.551678 0.1 0.0 0.0 0.000
```
Positions in Å, forces in eV/Å.

=====

(2)
DFT (ωB97M-V with the def2-TZVPD basis set) results for a molecular structure, C29H32N10OPbS3.

Output
Calculated total energy (Ha): -3134.46698
Orbital gap (eV): 6.80
Highest occupied orbital energy (eV): -7.31
Strongest force on any atom (eV/A): 0.46

```
76
Properties=species:S:1:pos:R:3:forces:R:3:lowdin_charge:R:1
Pb -0.471709 -0.039517 0.090282 0.0 -0.3 -0.3 1.047
C 0.798926 -5.597442 -2.326474 0.0 0.0 0.0 -0.005
C -0.307409 -5.060178 -1.505337 0.1 0.0 0.1 -0.375
N -1.558388 -5.369600 -1.608553 -0.1 -0.1 -0.2 0.118
N -2.181220 -4.602682 -0.666928 0.3 0.1 -0.1 0.028
C -1.340006 -3.806373 0.009909 -0.2 0.0 0.1 -0.850
S -1.652873 -2.752869 1.264464 -0.1 -0.2 0.3 0.529
N -0.126804 -4.111330 -0.528540 -0.3 0.0 -0.2 -0.127
N 1.089989 -3.582308 -0.129427 0.4 0.2 0.0 0.130
H 0.468496 -6.496930 -2.838238 0.0 0.0 0.0 0.083
H 1.655426 -5.824606 -1.692835 0.0 0.0 0.0 0.081
H 1.102266 -4.849324 -3.061112 0.0 0.0 0.0 0.079
H -3.177584 -4.631888 -0.558162 0.0 0.0 0.1 0.149
H 1.326548 -2.781549 -0.718276 -0.1 0.0 0.0 0.052
H 0.955435 -3.214963 0.811208 -0.1 -0.1 0.1 0.052
O 1.913161 -0.573438 -0.584619 -0.2 0.1 0.1 -0.343
N 2.740706 0.424679 -0.813797 0.2 0.2 -0.1 -0.210
C 4.060181 0.201158 -0.622834 0.2 -0.1 0.1 -0.026
C 5.013009 1.144968 -0.894812 0.0 0.0 0.0 -0.064
C 4.604330 2.383363 -1.389834 -0.1 0.0 0.0 -0.073
C 3.261048 2.612400 -1.564311 0.2 0.0 0.1 -0.099
C 2.294358 1.643093 -1.245573 -0.2 -0.1 -0.1 -0.679
S 0.622239 1.975984 -1.414492 0.1 0.2 -0.1 0.561
H 4.296570 -0.781408 -0.243963 -0.1 0.0 0.0 0.134
H 6.053951 0.908075 -0.733489 0.0 0.0 0.0 0.106
H 5.327551 3.152289 -1.624280 0.0 0.0 0.0 0.108
H 2.898882 3.557138 -1.941404 0.0 0.0 0.0 0.101
N -1.041541 4.233617 9.809888 0.0 0.0 0.0 0.155
C -1.018672 3.770084 8.758102 0.0 0.1 0.3 -0.188
C -0.967486 3.208969 7.443810 0.1 -0.1 -0.4 -0.233
C -0.167448 3.809900 6.470672 0.0 0.0 0.1 -0.012
C -0.109122 3.265418 5.202449 0.0 0.0 0.0 -0.010
C -0.839014 2.122032 4.885302 0.0 0.1 0.1 -0.210
C -1.638861 1.531633 5.855798 0.0 -0.1 -0.1 -0.003
C -1.701943 2.067646 7.130380 0.0 0.0 0.1 -0.014
C -0.718239 1.551373 3.511256 0.2 0.1 -0.2 -0.043
C -1.504080 2.155972 2.529580 -0.2 0.1 0.2 -0.260
C -2.329726 3.302543 2.731004 0.0 -0.1 0.0 -0.019
C -2.843267 3.643788 1.503972 -0.1 0.1 0.0 -0.071
C -2.335543 2.690727 0.594105 0.0 -0.1 0.0 -0.180
N -1.553096 1.805467 1.190633 0.1 0.2 0.2 -0.111
C 0.271624 0.573770 3.362114 0.0 -0.1 0.2 -0.253
C 1.128816 0.114213 4.403779 0.0 0.0 -0.1 -0.016
C 2.041768 -0.735567 3.825008 0.0 0.0 0.0 -0.067
C 1.721797 -0.773519 2.453254 0.0 0.0 0.0 -0.173
N 0.674677 -0.009707 2.169570 0.0 0.3 0.0 -0.074
H 0.406909 4.692076 6.718243 0.0 0.0 0.0 0.121
H 0.513529 3.718866 4.441830 0.0 0.0 0.0 0.133
H -2.205569 0.641949 5.613468 0.0 0.0 0.0 0.130
H -2.314765 1.602132 7.890248 0.0 0.0 0.0 0.121
H -2.483307 3.801152 3.674304 0.0 0.0 0.0 0.110
H -3.493177 4.468553 1.261443 0.0 0.0 0.0 0.092
H -2.517009 2.640322 -0.471600 0.0 0.0 0.0 0.104
H 1.073301 0.402181 5.441158 0.0 0.0 0.0 0.111
H 2.852604 -1.262480 4.300868 0.0 0.0 0.0 0.093
H 2.237642 -1.304845 1.666722 0.0 0.0 0.0 0.088
C -2.226592 -1.172516 -6.189367 0.0 0.0 0.0 -0.060
N -2.124385 -0.944199 -4.755208 0.0 0.1 0.0 -0.231
C -3.305978 -1.375233 -4.027042 0.1 0.1 0.0 -0.103
C -0.903908 -0.949675 -4.132011 0.1 -0.1 0.0 -0.739
S -0.669613 -1.796455 -2.701076 -0.1 -0.3 -0.1 0.653
N 0.078251 -0.243353 -4.733173 -0.1 0.0 0.0 -0.200
C 1.466304 -0.344557 -4.321916 0.1 0.0 0.0 -0.077
C -0.193706 0.880329 -5.614055 0.1 0.1 0.1 -0.052
H -2.581970 -2.192420 -6.370130 0.0 0.0 0.0 0.095
H -1.262779 -1.055645 -6.674192 0.0 0.0 0.0 0.078
H -2.943213 -0.479202 -6.634566 0.0 0.0 -0.1 0.093
H -4.181163 -0.952290 -4.523868 0.0 0.0 0.0 0.089
H -3.262555 -1.002572 -3.008800 0.0 0.0 0.0 0.065
H -3.394276 -2.465849 -3.999556 0.0 0.0 0.0 0.086
H 1.601537 -1.214450 -3.689488 0.0 0.0 0.0 0.043
H 1.764877 0.545315 -3.763754 0.0 0.0 0.0 0.065
H 2.095536 -0.434342 -5.211810 0.0 0.0 0.0 0.094
H -1.258353 1.091470 -5.641221 0.0 0.0 0.0 0.087
H 0.171867 0.693096 -6.627402 0.0 0.0 0.0 0.092
H 0.322228 1.757513 -5.217270 0.0 0.0 0.0 0.093
```
Positions in Å, forces in eV/Å.